Here is an isolated molecule of C6H6 in a non-equilibrium geometry from the Open Molecules 2025 dataset. Energies are from ωB97M-V/def2-TZVPD.

```
! RIJCOSX wB97M-V def2-TZVPD def2/J DEFGRID3
* xyz 0 1
C 0.2061 1.3618 2.0964
C 0.4840 -0.9370 -1.7341
C -0.7819 0.7441 1.4326
C 0.4145 -0.3935 -0.3809
C 1.0633 1.7344 3.0013
C -0.7533 0.2133 0.0404
H 1.3280 -0.5617 0.1729
H -0.0725 -1.9011 -1.5760
H -1.7284 0.3165 -0.3723
H 1.5507 -1.0189 -2.1619
H 0.0700 -0.2729 -2.5557
H -1.7805 0.7150 2.0374
*
```

Results
- Total energy: -6313.0746 eV
- Largest force on an atom: 0.0814 Eh/bohr
- LUMO level: -1.380 eV
- Relative energy (zero: lowest compared OMol25 entry of this formula, charge and spin): 591.03 kJ/mol